DFT (ωB97M-V with the def2-TZVPD basis set) results for a structure of composition C49H37F3N5O2P2SSnTe.

Positions of all 101 atoms, in Å:
Sn1 1.0729 -1.8142 0.4390
N1 -6.1356 -1.6160 4.0235
C1 -4.8665 -1.9654 3.6606
C2 -4.0755 -1.0884 2.8990
C3 -2.8133 -1.4624 2.4955
C4 -2.3083 -2.7078 2.8512
C5 -3.0654 -3.5748 3.6314
C6 -4.3366 -3.2125 4.0216
S1 -0.7239 -3.2033 2.3448
O1 -0.6841 -3.3259 0.8677
O2 -0.3491 -4.3579 3.0926
N2 0.2746 -1.9332 2.4627
C7 0.4824 -1.2475 3.6575
N3 1.3530 -0.2446 3.5891
C8 1.5510 0.4391 4.7141
C9 0.9048 0.1214 5.8960
C10 0.0370 -0.9561 5.8498
N4 -0.1844 -1.6515 4.7364
H1 -6.4469 -0.6693 3.9116
H2 -6.6351 -2.1777 4.6886
H3 -4.4644 -0.1129 2.6305
H4 -2.2089 -0.7716 1.9168
H5 -2.6509 -4.5287 3.9273
H6 -4.9318 -3.8917 4.6194
H7 2.2454 1.2704 4.6545
H8 1.0766 0.6772 6.8056
H9 -0.5030 -1.2790 6.7332
Te1 0.2026 3.6254 -1.4990
C11 2.0612 4.3218 -2.2232
C12 2.9763 4.9330 -1.3750
C13 4.2354 5.2538 -1.8666
N5 4.6235 5.0082 -3.1152
C14 3.7299 4.4542 -3.9322
C15 2.4442 4.1015 -3.5415
C16 0.7125 1.6302 -1.2566
P1 0.2905 0.5066 -2.4568
C17 -0.5439 1.2422 -3.8665
C18 -1.8772 1.6259 -3.7320
C19 -2.5371 2.2169 -4.7932
C20 -1.8696 2.4292 -5.9942
C21 -0.5472 2.0381 -6.1344
C22 0.1179 1.4382 -5.0737
C23 1.6849 -0.4528 -3.0857
C24 1.6571 -1.8338 -3.2629
C25 2.7789 -2.4992 -3.7369
C26 3.9261 -1.7855 -4.0485
C27 3.9559 -0.4057 -3.8874
C28 2.8444 0.2582 -3.3990
P2 1.1938 0.9725 0.2952
C29 3.0248 0.8874 0.3685
C30 3.6719 0.1019 1.3266
C31 5.0557 -0.0115 1.3329
C32 5.8117 0.6721 0.3911
C33 5.1806 1.4657 -0.5557
C34 3.7975 1.5619 -0.5729
C35 0.6835 2.1490 1.5626
C36 1.5770 3.0605 2.1124
C37 1.1317 3.9874 3.0473
C38 -0.2002 4.0047 3.4333
C39 -1.0940 3.0901 2.8875
C40 -0.6523 2.1667 1.9547
H10 2.7276 5.1448 -0.3420
H11 4.9704 5.7207 -1.2180
H12 4.0561 4.2829 -4.9538
H13 1.7626 3.6555 -4.2559
H14 -2.3998 1.4669 -2.7958
H15 -3.5717 2.5148 -4.6867
H16 -2.3876 2.8933 -6.8236
H17 -0.0325 2.1906 -7.0738
H18 1.1445 1.1210 -5.2018
H19 0.7586 -2.3891 -3.0381
H20 2.7547 -3.5739 -3.8623
H21 4.8009 -2.3062 -4.4158
H22 4.8510 0.1512 -4.1338
H23 2.8806 1.3311 -3.2501
H24 3.0991 -0.3734 2.1109
H25 5.5413 -0.6263 2.0799
H26 6.8910 0.5885 0.3978
H27 5.7673 2.0122 -1.2854
H28 3.3058 2.1674 -1.3183
H29 2.6190 3.0491 1.8170
H30 1.8282 4.6992 3.4718
H31 -0.5446 4.7314 4.1577
H32 -2.1331 3.0983 3.1909
H33 -1.3504 1.4499 1.5329
F1 -5.0143 -6.6800 0.1506
C41 -5.2730 -5.4233 0.5400
F2 -5.1938 -5.3887 1.8859
F3 -6.5477 -5.1427 0.2112
C42 -4.3221 -4.4309 -0.0747
C43 -3.1773 -4.8557 -0.7294
C44 -2.2937 -3.9225 -1.2404
C45 -2.5619 -2.5656 -1.0896
C46 -3.7326 -2.1444 -0.4584
C47 -4.6101 -3.0775 0.0549
C48 -1.6160 -1.5858 -1.5270
C49 -0.8494 -0.7159 -1.8801
H34 -2.9700 -5.9117 -0.8293
H35 -1.3874 -4.2442 -1.7363
H36 -3.9408 -1.0867 -0.3634
H37 -5.5115 -2.7546 0.5598

Computed properties:
HOMO-LUMO gap: 7.21 eV
Net charge: +1
ΔE to the lowest compared entry with this formula, charge and spin: 8.4 kJ/mol
Multiplicity: 1